Record 1
Here is a gas-phase ion, CH2NO2S3 (charge -1) at a distorted geometry from the OMol25 dataset. Energies are from ωB97M-V/def2-TZVPD.

Geometry as XYZ:
```
9
Properties=species:S:1:pos:R:3:forces:R:3
C 0.96446 -0.23984 0.20282 -4.4775 -3.0935 -2.4290
N -0.40115 -0.93555 -0.19850 4.8380 2.8324 1.3774
O -1.69913 0.52889 1.39658 -0.4571 0.1783 -0.7179
O -2.65170 -0.31817 -0.77229 -1.6437 -0.5040 -0.2206
S 1.13812 1.34275 0.37939 1.0866 1.4523 0.5400
S 2.27707 -1.41581 0.02962 0.8541 1.0091 -0.3811
S -1.54744 0.18073 -0.00953 0.0307 -1.1024 1.1144
H 3.24888 -0.46228 -0.35295 -1.1031 -1.0599 0.6600
H -1.32912 1.31927 -0.67514 0.8720 0.2877 0.0567
```
Forces are in eV/Å.

**HOMO-LUMO gap**: 7.72 eV
**LUMO**: 0.1134 Ha
**SMILES**: O=[S@H]([O-])=NC(=S)S
**Total charge**: -1
**Highest occupied orbital energy**: -4.64 eV
**Energy above the lowest of the compared OMol25 structures with the same formula, charge and spin**: 40.8 kcal/mol

***

Record 2
Here is 2 unconnected molecules or ions with the total composition C3H8S3 at a distorted geometry from the OMol25 dataset. Energies are from ωB97M-V/def2-TZVPD.

Geometry as XYZ:
```
14
Properties=species:S:1:pos:R:3:forces:R:3
C -2.45358 -0.43140 0.96271 0.1425 0.0622 -0.0975
C -1.36699 -0.42197 -0.09454 0.0508 0.1622 -0.3532
C 2.25342 -0.15184 0.21826 1.1349 0.7065 -0.4747
S -1.60172 0.99463 -1.23759 -0.1473 -0.1296 0.3119
S 3.39299 -0.99268 -0.66611 0.8370 -2.1133 -1.0267
S 2.38779 1.48036 0.54181 -0.9035 2.0955 1.0147
H -3.43663 -0.43960 0.49791 -0.1131 -0.0416 0.0089
H -2.34984 -1.31980 1.58307 -0.0510 -0.0156 0.0766
H -2.38101 0.44874 1.59703 -0.0342 0.0642 0.0882
H -0.37553 -0.32311 0.35164 -0.0735 -0.1260 0.0176
H -1.40760 -1.33156 -0.69407 0.0808 -0.0011 0.1071
H -0.57209 0.69124 -2.02541 0.1655 0.0218 -0.1510
H 4.34758 -0.07368 -1.00051 -0.7206 0.0580 0.4278
H 3.56321 1.87068 -0.03420 -0.3681 -0.7429 0.0503
```
Forces are in eV/Å.

**HOMO-LUMO gap (spin up / spin down)**: 7.55 / 6.64 eV
**LUMO (spin up / spin down)**: 0.0208 / -0.0836 Ha
**Total charge**: 0
**Highest occupied orbital energy (spin up / spin down)**: -6.99 / -8.92 eV
**⟨S²⟩**: 2.009
**2S+1**: 3
**Energy above the lowest of the compared OMol25 structures with the same formula, charge and spin**: 0.0 kcal/mol

***

Record 3
Here is a gas-phase ion, C8H12N3S (charge +1) at a distorted geometry from the OMol25 dataset. Energies are from ωB97M-V/def2-TZVPD.

Geometry as XYZ:
```
24
Properties=species:S:1:pos:R:3:forces:R:3
C -0.62960 -3.05221 -1.29950 -0.3450 -1.6094 -2.4223
C -0.70850 -1.71118 -1.01594 -1.0864 3.4028 -0.6825
C -0.36259 -3.86431 -0.27868 0.4057 0.8735 2.0332
C -0.58052 -1.43085 0.33326 0.4096 -3.7421 -0.0220
C -0.69461 -0.25249 1.06648 1.4925 3.5559 -2.1336
C -0.66870 1.57823 2.42153 -1.9982 0.6125 -0.2484
C -0.19114 2.16771 1.00655 -4.8681 1.9355 -0.7233
C 1.21892 1.49289 -1.70908 -1.8964 2.4697 -3.3892
N -0.88379 0.19676 2.17638 -0.2993 -1.3969 1.5937
N -0.21696 1.09355 0.06276 -0.7717 -2.1512 1.3326
N 1.08870 0.82879 -0.44767 -1.7213 2.5802 -1.0253
S -0.22504 -2.97670 1.17730 -0.2987 0.8178 -0.2229
H -0.81650 -3.60238 -2.21908 0.1073 0.9578 -0.3971
H -0.97137 -0.87587 -1.77130 0.4328 -1.6240 1.3018
H -0.21081 -4.90730 -0.36132 0.0558 -0.8204 0.2992
H 0.08653 1.71335 3.16085 0.5787 0.0203 0.6629
H -1.68330 1.88460 2.93660 2.0167 0.3324 -1.4812
H -1.01207 2.96720 0.52914 2.2159 -1.7373 1.7731
H 0.74924 2.62302 1.00225 1.4159 0.9463 0.4622
H 0.31309 1.33283 -2.40023 1.1687 -0.0561 1.5294
H 1.30711 2.61753 -1.63847 -0.2308 -1.2841 0.6178
H 2.04555 1.21176 -2.29708 1.3643 -0.8320 -0.2403
H 1.17866 -0.10990 -0.50906 0.0494 -4.3997 -0.8768
H 1.86770 1.07498 0.07427 1.8025 1.1485 2.2589
```
Forces are in eV/Å.

**HOMO-LUMO gap**: 9.17 eV
**LUMO**: -0.1315 Ha
**SMILES**: C[NH2+]N1CCN=C1c1cccs1
**Total charge**: +1
**Highest occupied orbital energy**: -12.75 eV
**Energy above the lowest of the compared OMol25 structures with the same formula, charge and spin**: 86.6 kcal/mol

***

Record 4
Here is a molecular structure, C6H9O4Tm at a distorted geometry from the OMol25 dataset. Energies are from ωB97M-V/def2-TZVPD.

Geometry as XYZ:
```
20
Properties=species:S:1:pos:R:3:forces:R:3
O 1.16399 -2.12230 -3.80609 -0.4249 -2.3809 -1.6692
C 0.72669 -1.67133 -2.71122 -0.8754 1.4670 0.7184
O -0.32489 -2.13832 -2.19388 -0.5309 -1.5851 -0.6603
O 1.33388 -0.60425 -2.21290 0.3155 -1.2614 -0.8241
C 0.76016 0.08588 -1.09392 0.1958 -0.4277 1.3212
Tm -0.46756 -3.95494 -4.22849 1.9794 3.5736 2.1305
H -0.32999 -0.01966 -1.16330 0.3116 0.5412 0.0574
H 1.16434 1.10114 -1.19956 -0.5920 -0.2438 -0.0715
C 1.23805 -0.49750 0.27909 0.7329 0.8266 -1.2700
C 0.62108 0.24942 1.41537 -1.8340 -0.1764 0.1171
H 2.33484 -0.41425 0.32936 -0.1802 -0.3544 -0.1633
H 0.94254 -1.55660 0.32713 0.1495 0.2990 0.1414
H 0.63239 -0.28410 2.37247 -0.1207 0.0939 -0.2746
C -0.24497 1.27002 1.27470 0.7387 -0.2326 0.2770
C -1.28128 1.61290 2.30180 0.4610 0.5175 0.8483
O -2.55706 1.65505 1.67898 0.1162 -0.1642 -0.3648
H -0.17165 1.96386 0.43122 -0.4496 -0.5401 -0.0914
H -1.04777 2.59617 2.74635 -0.1176 -0.1749 -0.0421
H -1.26924 0.86618 3.11376 0.0746 0.1709 -0.2395
H -3.22355 1.86262 2.33912 0.0498 0.0518 0.0596
```
Forces are in eV/Å.

**HOMO-LUMO gap (spin up / spin down)**: 5.80 / 4.23 eV
**LUMO (spin up / spin down)**: -0.2059 / -0.2634 Ha
**Total charge**: +1
**Highest occupied orbital energy (spin up / spin down)**: -11.40 / -11.40 eV
**⟨S²⟩**: 3.752
**2S+1**: 4
**Energy above the lowest of the compared OMol25 structures with the same formula, charge and spin**: 0.0 kcal/mol